DFT (ωB97M-V/def2-TZVPD) results for CHClS in the gas phase in a non-equilibrium geometry.

XYZ file:
```
4
Properties=species:S:1:pos:R:3:forces:R:3
S 1.08809 1.12054 0.63209 -0.6 -0.1 -0.1
C 0.00984 0.05553 0.32720 0.3 -0.4 -2.6
Cl -0.68780 -0.35976 -1.73830 0.7 0.6 2.4
H -0.41013 -0.81631 0.77901 -0.5 -0.1 0.3
```
Forces are in eV/Å.

Calculated values
frontier orbital gap = 8.6387 eV
LUMO energy = -1.381 eV
2S+1 = 1
energy above the lowest of the compared OMol25 structures with the same formula, charge and spin = 0.000 eV
SMILES string = S=CCl

The computed Löwdin charges, all in e, follow: 0.76 -0.82 0.07 -0.02